124
Properties=species:S:1:pos:R:3:forces:R:3 method="wB97M-V/def2-TZVPD" lumo_ev="-5.2 / -5.5" homo_lumo_gap_ev="7.94 / 7.61" total_charge=+2 fmax_ha_per_bohr=0.023
Co 1.453088 0.456435 1.248666 1.170 0.211 0.049
C 1.894525 4.610401 1.398771 0.093 -0.037 0.170
C 1.341677 3.437663 0.886803 -0.152 0.322 -0.138
N 1.827843 2.388257 1.543088 -0.325 -0.475 -0.317
N 2.669254 2.848655 2.476786 0.204 0.354 -0.120
C 2.744034 4.186463 2.410961 -0.246 -0.075 -0.145
B 3.443353 1.849624 3.310272 -0.119 -0.176 0.142
N 2.417898 0.916299 4.010096 0.000 0.118 -0.133
C 2.563187 0.380320 5.229237 -0.052 -0.122 -0.037
C 1.889969 -0.827022 5.264245 0.141 0.001 0.102
C 1.374488 -0.971140 3.980831 -0.092 -0.116 -0.043
N 1.662209 0.094359 3.234132 -0.265 0.227 0.103
N 4.181526 0.916139 2.330754 0.218 -0.114 -0.024
C 5.483298 0.604218 2.228336 -0.001 0.113 0.097
C 5.626741 -0.373874 1.264287 0.029 -0.062 -0.075
C 4.327642 -0.612149 0.812769 -0.021 -0.169 -0.076
N 3.472399 0.169505 1.460377 -0.439 -0.113 -0.060
H 1.700827 5.620157 1.076175 0.030 -0.078 0.043
H 0.627657 3.310349 0.083519 0.154 0.006 0.243
H 3.383049 4.730929 3.091587 -0.090 -0.059 -0.092
H 4.174157 2.379414 4.092319 -0.003 -0.057 -0.044
H 3.168276 0.881583 5.971431 -0.098 -0.058 -0.080
H 1.815508 -1.520608 6.088207 -0.010 0.105 -0.117
H 0.855489 -1.814824 3.565009 0.038 0.206 0.123
H 6.214792 1.099130 2.852687 -0.117 -0.077 -0.077
H 6.536980 -0.855317 0.943438 -0.103 0.059 0.026
H 3.975690 -1.298586 0.058929 0.003 0.065 0.078
N 0.656821 -1.305041 1.107620 0.427 -0.279 0.036
S -0.557293 -2.058017 1.407876 -0.127 0.219 0.153
N -1.688897 -2.310180 0.227324 -0.207 0.459 -0.088
S -2.822833 -1.304127 -0.126500 0.008 0.012 0.024
N -2.591247 0.240915 -0.138145 -0.002 -0.373 0.047
S -1.182074 0.903980 -0.678092 -0.003 -0.030 0.014
N -0.089104 1.077605 0.270472 -0.231 -0.074 0.183
C -1.771388 2.518991 -1.132175 -0.095 -0.138 -0.117
C -2.486915 3.203947 -0.161873 -0.137 -0.099 0.210
C -2.852901 4.516949 -0.397055 -0.004 0.117 -0.060
C -2.498536 5.135249 -1.592788 0.022 -0.047 -0.005
C -1.764672 4.441734 -2.547573 -0.025 0.143 0.057
C -1.386906 3.126970 -2.317259 0.158 -0.085 -0.063
C -0.946943 0.016875 -2.226736 -0.009 0.176 0.061
C 0.090316 -0.899155 -2.310958 -0.049 0.013 0.117
C 0.261964 -1.603796 -3.493404 0.015 -0.081 -0.153
C -0.591539 -1.390682 -4.569111 -0.005 0.031 0.062
C -1.649753 -0.492618 -4.457890 0.014 -0.022 0.031
C -1.844067 0.205242 -3.276095 0.080 0.057 -0.054
C -3.406698 -1.946574 -1.670767 0.090 0.041 -0.041
C -2.762995 -3.001775 -2.293905 0.024 -0.011 0.052
C -3.272976 -3.462180 -3.498384 -0.119 0.004 -0.121
C -4.399979 -2.867352 -4.053460 0.054 -0.007 0.060
C -5.028784 -1.803554 -3.409150 -0.047 -0.047 -0.083
C -4.534284 -1.336290 -2.205857 -0.071 0.097 0.040
C -4.280034 -1.454936 0.880254 0.129 0.123 0.125
C -4.842532 -2.721397 0.983300 0.166 -0.129 -0.144
C -5.987878 -2.877250 1.739177 -0.103 -0.041 0.067
C -6.552994 -1.778215 2.380592 0.012 0.064 0.014
C -5.974086 -0.520556 2.268244 -0.082 -0.072 0.020
C -4.826306 -0.347154 1.507949 0.087 -0.003 0.016
C -0.182312 -3.774153 1.691015 -0.066 0.035 0.065
C -0.010634 -4.272112 2.974493 0.027 0.079 0.026
C 0.392357 -5.589122 3.134791 0.044 -0.124 -0.036
C 0.632508 -6.386848 2.022218 -0.023 0.062 0.031
C 0.469822 -5.867088 0.742132 0.042 -0.095 0.039
C 0.059672 -4.556550 0.571456 0.004 0.035 -0.213
C -1.604282 -1.533416 2.785117 0.006 -0.205 0.018
C -2.519390 -2.425340 3.339467 0.043 -0.142 -0.052
C -3.338095 -2.009700 4.377580 0.025 -0.019 -0.059
C -3.254966 -0.703356 4.841699 -0.005 0.072 0.004
C -2.360271 0.188360 4.264055 -0.096 0.016 0.117
C -1.526943 -0.223544 3.235993 -0.068 -0.005 -0.155
H -2.749768 2.711209 0.770750 0.032 0.082 -0.135
H -3.416898 5.059757 0.351297 0.029 -0.016 -0.042
H -2.792182 6.161301 -1.777130 0.012 -0.050 0.005
H -1.482693 4.923106 -3.476233 -0.022 -0.008 0.050
H -0.795109 2.591431 -3.051419 -0.069 0.031 0.054
H 0.752193 -1.048326 -1.467518 -0.007 0.020 0.017
H 1.078958 -2.311386 -3.576975 -0.047 0.039 -0.013
H -0.440502 -1.929921 -5.496967 0.004 0.024 0.053
H -2.326465 -0.336432 -5.289856 0.044 -0.022 0.051
H -2.673965 0.896092 -3.180035 0.053 -0.042 -0.005
H -1.886603 -3.447820 -1.842245 -0.087 0.033 -0.045
H -2.788104 -4.289896 -4.001460 -0.037 0.040 0.013
H -4.797537 -3.236849 -4.991012 0.021 0.018 0.044
H -5.911197 -1.347077 -3.841738 0.063 -0.038 0.020
H -5.017712 -0.511721 -1.687103 0.057 -0.102 -0.072
H -4.391315 -3.569277 0.472681 -0.066 0.098 0.072
H -6.447768 -3.854284 1.824881 0.029 0.058 -0.002
H -7.454984 -1.904760 2.967466 0.049 0.006 -0.032
H -6.418841 0.332120 2.766199 0.011 -0.047 -0.022
H -4.361594 0.622951 1.399498 -0.020 -0.040 0.016
H -0.203931 -3.658938 3.846191 0.007 -0.039 -0.034
H 0.514486 -5.990642 4.133574 0.006 0.012 -0.072
H 0.946585 -7.415280 2.152640 -0.016 0.061 -0.007
H 0.662123 -6.486273 -0.125926 -0.012 0.029 0.062
H -0.066073 -4.140535 -0.424074 0.026 -0.069 0.151
H -2.579466 -3.444153 2.971955 -0.038 0.080 0.024
H -4.037820 -2.705830 4.824021 0.037 0.029 -0.036
H -3.892019 -0.379655 5.656438 0.040 -0.010 -0.042
H -2.299297 1.208966 4.623464 -0.005 -0.061 -0.023
H -0.844098 0.479167 2.789444 0.121 0.044 -0.091
O 2.400698 0.483652 -0.896772 -0.205 0.209 0.037
S 2.117902 1.459945 -2.023427 0.461 0.201 0.026
C 3.105629 0.826914 -3.389680 -0.143 -0.008 -0.038
C 3.188533 1.567850 -4.563329 -0.100 0.096 0.097
C 3.898484 1.054381 -5.636113 0.014 0.006 -0.016
C 4.510695 -0.189954 -5.534038 0.010 -0.078 0.070
C 4.416097 -0.922286 -4.357236 0.019 0.045 -0.072
C 3.706274 -0.415029 -3.274864 -0.040 0.010 0.080
C 3.063208 2.949290 -1.682386 -0.142 -0.151 0.028
C 4.269910 2.846277 -1.011490 0.058 -0.026 0.107
C 4.961100 4.005507 -0.701092 0.062 0.090 0.008
C 4.452756 5.247974 -1.074325 -0.029 -0.085 -0.024
C 3.242028 5.334982 -1.748693 0.097 0.059 -0.002
C 2.534034 4.179091 -2.043971 -0.216 -0.110 -0.201
H 2.719128 2.545673 -4.632995 0.041 -0.097 -0.011
H 3.980577 1.625906 -6.552886 -0.014 -0.026 0.064
H 5.067150 -0.587166 -6.374025 -0.026 0.019 0.040
H 4.899868 -1.888810 -4.277734 -0.027 0.060 -0.007
H 3.619559 -0.965520 -2.346459 0.011 0.017 -0.043
H 4.649095 1.873725 -0.721435 0.014 -0.029 0.008
H 5.906779 3.942909 -0.174411 -0.064 0.006 -0.035
H 5.004486 6.148765 -0.836400 -0.022 -0.026 -0.005
H 2.843192 6.301501 -2.033360 0.028 -0.054 0.013
H 1.566903 4.236262 -2.543045 0.151 -0.014 0.083